# 1
This record from the Open Molecules 2025 dataset describes a molecular structure, C37H27N6O6RhS2. The level of theory is wB97M-V/def2-TZVPD.

Element x y z (Å)
Rh1 0.259 1.091 1.153
S1 -0.817 -0.929 -0.171
S2 1.441 -1.729 -1.865
O1 -2.999 0.333 2.201
O2 -0.835 4.162 1.009
O3 3.422 -7.429 1.211
O4 1.269 -7.847 0.943
O5 6.741 -0.438 -0.181
O6 6.181 -2.272 1.033
N1 -1.576 2.033 1.520
N2 0.785 1.965 -0.667
N3 -2.591 0.777 -1.220
N4 -1.175 -0.321 -2.707
N5 0.452 -0.052 2.895
N6 2.085 0.412 0.947
C1 3.910 -0.805 1.846
C2 -1.723 3.384 1.302
C3 2.542 2.071 -2.311
C4 5.991 -1.191 0.536
C5 1.963 -1.465 4.086
C6 2.749 -3.489 -0.285
C7 0.993 -1.703 5.044
C8 2.062 1.638 -1.056
C9 1.668 -0.635 3.016
C10 4.121 0.370 -0.285
C11 -0.486 -0.297 3.813
C12 2.035 -5.744 0.149
C13 2.623 -0.351 1.921
C14 -3.178 3.728 1.449
C15 -3.856 4.919 1.286
C16 -1.600 -0.095 -1.432
C17 -5.235 4.895 1.479
C18 2.802 0.828 -0.148
C19 2.183 -7.087 0.794
C20 -0.252 -1.114 4.903
C21 4.649 -0.452 0.680
C22 2.952 -4.711 0.327
C23 0.444 3.158 -2.707
C24 -5.193 2.526 2.001
C25 0.908 -5.533 -0.646
C26 -1.034 0.019 -5.101
C27 0.715 -4.321 -1.276
C28 -2.792 1.480 1.860
C29 1.637 -3.281 -1.106
C30 1.739 2.816 -3.130
C31 0.028 2.718 -1.473
C32 -4.194 2.410 -1.951
C33 -1.652 0.338 -3.783
C34 -2.654 1.243 -3.573
C35 -5.893 3.718 1.832
C36 -3.831 2.562 1.792
C37 -3.110 1.425 -2.253
H1 -3.332 5.828 1.021
H2 3.818 -4.821 0.970
H3 4.069 -6.772 0.924
H4 -0.949 2.968 -1.085
H5 3.452 -2.683 -0.134
H6 -1.437 0.663 -5.877
H7 4.704 0.623 -1.158
H8 4.359 -1.436 2.594
H9 3.542 1.800 -2.618
H10 -0.210 3.770 -3.310
H11 -3.741 3.329 -1.568
H12 0.197 -6.340 -0.756
H13 -1.449 0.157 3.631
H14 2.106 3.146 -4.093
H15 -5.810 5.804 1.360
H16 -6.965 3.738 1.980
H17 0.047 0.155 -5.049
H18 1.206 -2.351 5.884
H19 -1.228 -1.021 -5.369
H20 -3.076 1.798 -4.397
H21 2.938 -1.922 4.158
H22 -5.690 1.605 2.278
H23 -4.777 2.654 -2.837
H24 -0.154 -4.159 -1.899
H25 -1.045 -1.287 5.616
H26 -4.838 2.024 -1.165
H27 -0.410 -0.999 -2.801

Cartesian forces (eV/Å) of the 2 atoms listed first:
Rh -0.07 0.06 0.01
S 0.10 -0.08 0.00

Properties
Gap between HOMO and LUMO (spin up / spin down): 5.0741 / 5.0718 eV
Spin multiplicity: 5
Expectation value of S²: 6.044
Net charge: 0
Lowest unoccupied orbital energy (spin up / spin down): -0.5 / -3.1 eV



# 2
This record from the Open Molecules 2025 dataset describes a molecular structure, C37H28CsN8O4PS. The level of theory is wB97M-V/def2-TZVPD.

Element x y z (Å)
Cs1 -2.399 1.775 -0.311
S1 3.773 0.587 0.190
P1 0.085 -3.240 0.355
O1 -2.815 -1.265 1.284
O2 -0.802 6.717 0.200
O3 -0.187 5.823 2.382
O4 -0.858 -1.775 0.314
N1 2.173 0.296 -4.518
N2 -1.482 4.581 0.909
N3 -0.777 2.354 2.375
N4 1.857 2.555 -0.142
N5 2.994 2.072 -1.986
N6 -0.054 0.186 -3.478
N7 -2.710 4.477 -1.696
N8 -2.143 1.455 -3.323
C1 0.667 -4.502 -1.997
C2 -1.488 5.697 0.110
C3 2.521 -4.101 3.268
C4 2.272 -2.784 -1.184
C5 -0.203 3.697 4.223
C6 -2.772 -6.183 0.373
C7 3.261 -3.443 -1.926
C8 2.984 -4.604 -2.664
C9 -0.734 4.765 2.010
C10 1.908 2.941 -2.363
C11 1.308 3.316 -1.180
C12 -1.461 -5.720 0.371
C13 2.850 1.740 -0.656
C14 -1.331 -4.321 0.480
C15 -2.743 6.858 -1.642
C16 0.219 -2.595 3.034
C17 1.012 -3.425 -1.107
C18 1.077 0.285 -4.098
C19 -0.542 3.545 2.882
C20 0.301 1.318 4.280
C21 -3.386 6.915 -2.874
C22 0.133 2.523 4.934
C23 1.728 -3.845 4.412
C24 2.104 -3.676 2.029
C25 4.047 1.519 -2.820
C26 -2.146 -2.071 0.707
C27 0.548 -3.187 4.236
C28 -2.400 5.612 -1.087
C29 -3.802 -4.037 0.732
C30 -2.486 -3.545 0.591
C31 -3.292 4.491 -2.919
C32 -1.111 0.878 -3.499
C33 1.631 -4.944 -2.889
C34 -3.707 5.724 -3.516
C35 -0.320 1.276 2.966
C36 0.902 -2.961 1.855
C37 -3.933 -5.392 0.462
H1 -0.095 4.669 4.674
H2 4.744 1.011 -2.146
H3 2.462 -1.801 -0.700
H4 -3.639 7.896 -3.322
H5 0.822 0.494 4.695
H6 0.628 4.101 -1.051
H7 -2.585 7.735 -1.005
H8 -0.014 -2.929 5.144
H9 -0.553 -1.842 2.943
H10 -0.658 -6.447 0.392
H11 3.469 -4.620 3.290
H12 4.245 -2.999 -2.099
H13 -3.448 3.500 -3.292
H14 -0.296 -4.907 -1.919
H15 2.066 -4.196 5.411
H16 -4.625 -3.381 1.049
H17 1.391 -5.665 -3.698
H18 3.706 0.740 -3.566
H19 4.587 2.355 -3.379
H20 -4.373 5.659 -4.406
H21 3.745 -5.290 -3.024
H22 1.619 2.464 0.838
H23 -4.920 -5.832 0.447
H24 2.769 -3.963 1.174
H25 1.842 3.209 -3.419
H26 -0.447 0.281 2.537
H27 -3.015 -7.251 0.389
H28 0.301 2.648 5.953

Cartesian forces (eV/Å) of the 2 atoms listed first:
Cs 0.18 -0.30 0.26
S -0.47 0.54 0.02

Properties
Gap between HOMO and LUMO (spin up / spin down): 3.1931 / 3.5107 eV
Net charge: -2
Lowest unoccupied orbital energy (spin up / spin down): 3.5 / 3.5 eV



Copy entry 2 word for word.
This record from the Open Molecules 2025 dataset describes a molecular structure, C37H28CsN8O4PS. The level of theory is wB97M-V/def2-TZVPD.

Element x y z (Å)
Cs1 -2.399 1.775 -0.311
S1 3.773 0.587 0.190
P1 0.085 -3.240 0.355
O1 -2.815 -1.265 1.284
O2 -0.802 6.717 0.200
O3 -0.187 5.823 2.382
O4 -0.858 -1.775 0.314
N1 2.173 0.296 -4.518
N2 -1.482 4.581 0.909
N3 -0.777 2.354 2.375
N4 1.857 2.555 -0.142
N5 2.994 2.072 -1.986
N6 -0.054 0.186 -3.478
N7 -2.710 4.477 -1.696
N8 -2.143 1.455 -3.323
C1 0.667 -4.502 -1.997
C2 -1.488 5.697 0.110
C3 2.521 -4.101 3.268
C4 2.272 -2.784 -1.184
C5 -0.203 3.697 4.223
C6 -2.772 -6.183 0.373
C7 3.261 -3.443 -1.926
C8 2.984 -4.604 -2.664
C9 -0.734 4.765 2.010
C10 1.908 2.941 -2.363
C11 1.308 3.316 -1.180
C12 -1.461 -5.720 0.371
C13 2.850 1.740 -0.656
C14 -1.331 -4.321 0.480
C15 -2.743 6.858 -1.642
C16 0.219 -2.595 3.034
C17 1.012 -3.425 -1.107
C18 1.077 0.285 -4.098
C19 -0.542 3.545 2.882
C20 0.301 1.318 4.280
C21 -3.386 6.915 -2.874
C22 0.133 2.523 4.934
C23 1.728 -3.845 4.412
C24 2.104 -3.676 2.029
C25 4.047 1.519 -2.820
C26 -2.146 -2.071 0.707
C27 0.548 -3.187 4.236
C28 -2.400 5.612 -1.087
C29 -3.802 -4.037 0.732
C30 -2.486 -3.545 0.591
C31 -3.292 4.491 -2.919
C32 -1.111 0.878 -3.499
C33 1.631 -4.944 -2.889
C34 -3.707 5.724 -3.516
C35 -0.320 1.276 2.966
C36 0.902 -2.961 1.855
C37 -3.933 -5.392 0.462
H1 -0.095 4.669 4.674
H2 4.744 1.011 -2.146
H3 2.462 -1.801 -0.700
H4 -3.639 7.896 -3.322
H5 0.822 0.494 4.695
H6 0.628 4.101 -1.051
H7 -2.585 7.735 -1.005
H8 -0.014 -2.929 5.144
H9 -0.553 -1.842 2.943
H10 -0.658 -6.447 0.392
H11 3.469 -4.620 3.290
H12 4.245 -2.999 -2.099
H13 -3.448 3.500 -3.292
H14 -0.296 -4.907 -1.919
H15 2.066 -4.196 5.411
H16 -4.625 -3.381 1.049
H17 1.391 -5.665 -3.698
H18 3.706 0.740 -3.566
H19 4.587 2.355 -3.379
H20 -4.373 5.659 -4.406
H21 3.745 -5.290 -3.024
H22 1.619 2.464 0.838
H23 -4.920 -5.832 0.447
H24 2.769 -3.963 1.174
H25 1.842 3.209 -3.419
H26 -0.447 0.281 2.537
H27 -3.015 -7.251 0.389
H28 0.301 2.648 5.953

Cartesian forces (eV/Å) of the 2 atoms listed first:
Cs 0.18 -0.30 0.26
S -0.47 0.54 0.02

Properties
Gap between HOMO and LUMO (spin up / spin down): 3.1931 / 3.5107 eV
Net charge: -2
Lowest unoccupied orbital energy (spin up / spin down): 3.5 / 3.5 eV